This record from OMol25 describes 9 unconnected molecules or ions with the total composition C23H62N2O9 in a non-equilibrium geometry. The level of theory is wB97M-V/def2-TZVPD.

Geometry (Å):
C -5.338 -1.823 -2.411
C -4.651 -0.514 -2.821
C -5.102 -0.182 -4.296
C -5.144 0.643 -1.947
C -4.227 1.866 -1.936
C -2.841 1.403 -1.562
C -2.256 0.422 -2.592
C -1.919 1.170 -3.898
C -0.922 -0.081 -2.012
N -3.212 -0.660 -2.747
O -2.714 -1.781 -3.450
H -4.842 -2.255 -1.535
H -6.367 -1.638 -2.105
H -5.264 -2.614 -3.155
H -4.280 0.326 -4.804
H -5.275 -1.110 -4.849
H -6.013 0.406 -4.358
H -6.184 0.925 -2.114
H -5.132 0.287 -0.906
H -4.330 2.495 -2.829
H -4.583 2.607 -1.208
H -2.847 0.936 -0.579
H -2.237 2.313 -1.650
H -2.756 1.710 -4.339
H -1.589 0.415 -4.621
H -1.080 1.857 -3.788
H -1.002 -0.465 -0.996
H -0.207 0.742 -2.015
H -0.535 -0.921 -2.590
H -2.977 -1.639 -4.379
C 1.648 0.025 4.756
C 0.707 1.213 4.450
C 0.850 2.313 5.507
C 0.908 1.868 3.085
C 0.494 1.055 1.869
C -0.981 0.716 1.998
C -1.349 0.024 3.317
C -2.868 -0.042 3.381
C -0.804 -1.430 3.246
N -0.710 0.754 4.410
O -1.161 0.311 5.681
H 1.501 -0.724 3.979
H 2.702 0.286 4.809
H 1.257 -0.390 5.685
H 1.887 2.650 5.542
H 0.240 3.151 5.161
H 0.495 2.104 6.514
H 0.332 2.797 3.107
H 1.963 2.158 2.997
H 0.771 1.582 0.956
H 1.005 0.089 1.868
H -1.195 -0.053 1.236
H -1.642 1.467 1.547
H -3.237 -0.823 4.041
H -3.212 -0.333 2.383
H -3.269 0.965 3.514
H -1.586 -2.155 2.984
H -0.423 -1.835 4.187
H -0.065 -1.684 2.482
H -0.690 -0.524 5.848
C 2.851 -2.396 1.726
O 1.955 -3.512 1.761
H 2.308 -1.488 2.022
H 3.609 -2.414 2.509
H 3.173 -2.357 0.689
H 1.198 -3.259 1.215
C 4.969 -3.024 -2.219
O 5.164 -2.900 -0.832
H 5.211 -2.146 -2.821
H 5.366 -3.962 -2.615
H 3.899 -3.121 -2.454
H 5.842 -2.249 -0.645
C 1.879 3.847 -2.304
O 2.542 2.620 -2.057
H 2.132 4.378 -3.220
H 0.807 3.769 -2.134
H 2.145 4.552 -1.500
H 3.461 2.706 -2.316
C 0.298 -3.526 -1.295
O 0.421 -2.398 -0.436
H -0.747 -3.814 -1.475
H 0.686 -3.324 -2.297
H 0.761 -4.378 -0.785
H 0.904 -1.715 -0.925
C 4.888 1.362 0.797
O 5.080 1.861 2.111
H 4.225 1.961 0.181
H 5.873 1.200 0.345
H 4.431 0.366 0.861
H 5.753 1.357 2.567
O 2.363 -0.443 -1.005
H 2.082 0.470 -1.169
H 3.294 -0.462 -1.268
O 4.506 0.331 -2.860
H 3.776 0.689 -3.386
H 5.153 1.045 -2.814

Summary:
- gap between HOMO and LUMO (eV) = 7.568
- highest occupied orbital energy (Eh) = -0.2889
- LUMO (eV) = -0.293
- charge = 0
- spin multiplicity = 1
- ΔE to the lowest compared entry with this formula, charge and spin (kJ/mol) = 206.7